1.
# C4H12NP

A 2-piece molecular cluster, C4H12NP overall (ωB97M-V with the def2-TZVPD basis set, OMol25).

Last column: Löwdin charge in e.
CARTESIAN COORDINATES (ANGSTROEM)
H: -1.987 0.407 -1.711  0.103
H: -2.232 0.638 0.533  0.072
C: -1.503 -0.635 -1.482  -0.013
H: 0.171 1.789 0.355  0.061
H: 1.350 1.874 1.658  0.055
H: 1.984 1.864 0.190  0.022
H: -0.890 -1.900 0.084  0.086
C: -1.306 -0.984 -0.222  -0.350
H: 2.019 -1.991 -0.336  -0.055
H: -2.551 -0.908 1.347  0.088
H: -0.971 -0.017 1.566  0.074
H: -1.203 -1.245 -2.244  0.007
C: 1.151 1.521 0.685  -0.226
H: 3.543 -0.386 -0.200  -0.003
C: -1.798 -0.285 0.879  -0.156
P: 2.028 -0.642 -0.332  0.712
N: 1.159 0.079 0.712  -0.425
H: 1.888 -0.457 -1.693  -0.051

Atoms 1-6, force components in eV/Å:
0.906 -2.202 0.310
-0.529 0.514 0.170
-1.204 3.145 1.268
-0.372 1.097 -0.535
-0.373 0.550 1.512
1.508 1.528 -2.069

HOMO energy	-8.389	eV
energy relative to the best compared isomer or geometry (same formula, charge and spin)	4.0475	eV
frontier orbital gap	9.3	eV
strongest force on any atom	3.60	eV/A
total charge	0
SMILES string	CN=[PH3].C=CC


2.
# C5H6N

C5H6N as an isolated structure (ωB97M-V with the def2-TZVPD basis set, OMol25).

Last column: Löwdin charge in e.
CARTESIAN COORDINATES (ANGSTROEM)
H: 1.461 0.759 -1.694  0.098
C: -0.334 -1.245 1.775  -0.070
C: 0.393 0.127 -0.202  0.121
H: -0.102 -0.721 3.082  0.284
C: 0.658 0.109 -1.587  0.021
C: -0.016 0.039 1.003  -0.067
H: -0.295 0.199 -2.208  0.160
H: -1.428 -1.573 1.794  0.137
H: -0.305 0.946 1.517  0.157
H: 0.932 -0.981 -1.829  0.158
C: 0.088 -2.209 0.644  -0.194
N: 0.645 -2.639 -0.251  0.195

Atoms 1-6, force components in eV/Å:
1.681 1.137 -1.296
-1.149 0.709 0.419
-0.749 -1.095 -0.014
0.219 -3.136 -3.773
-2.547 -1.754 0.014
-1.359 0.585 0.271

HOMO energy	-16.136	eV
energy relative to the best compared isomer or geometry (same formula, charge and spin)	6.4223	eV
frontier orbital gap	9.1	eV
strongest force on any atom	4.91	eV/A
total charge	+1


3.
# C25H47ClN2O9PS

A 2-piece molecular cluster, C25H47ClN2O9PS overall (ωB97M-V with the def2-TZVPD basis set, OMol25).

Last column: Löwdin charge in e.
CARTESIAN COORDINATES (ANGSTROEM)
H: 2.206 0.666 -3.445  0.057
H: 4.425 2.440 -0.446  0.085
H: 5.135 0.742 -0.574  0.087
H: 0.137 -3.556 -3.689  0.105
H: 1.027 1.203 1.016  0.136
H: -1.091 -2.935 3.078  0.098
H: -1.911 3.830 4.369  0.118
H: -0.192 -0.280 3.288  0.097
O: 4.383 -4.277 2.035  -0.346
H: -3.796 6.113 3.180  0.085
O: -2.385 3.911 2.232  -0.067
H: -1.187 0.703 0.427  0.140
C: -0.943 0.193 2.582  -0.184
H: -3.010 6.102 4.847  0.087
O: -3.213 1.817 1.890  0.061
H: 0.159 -4.227 0.623  0.100
H: 1.689 -2.396 -2.022  0.073
H: -0.744 -1.300 -5.018  0.122
C: -0.921 1.797 2.863  -0.086
S: 2.926 -0.038 1.720  0.819
O: 2.271 0.169 3.090  -0.348
H: -4.237 4.762 4.461  0.075
H: -1.196 -1.418 -1.054  0.125
H: -0.025 -0.283 -1.805  0.119
N: -0.668 -3.745 2.609  -0.128
C: -7.439 3.080 5.821  -0.072
H: 0.056 2.293 2.563  0.117
O: 3.361 -1.668 1.730  -0.298
C: 1.335 -1.964 -5.341  -0.199
C: -0.165 -3.332 1.249  -0.204
C: 1.167 -1.297 -6.816  -0.154
O: -6.119 4.931 6.430  -0.129
C: -7.238 4.588 5.968  -0.813
H: -6.683 2.670 5.145  0.050
H: 4.011 0.453 -3.505  0.081
C: 0.081 2.103 -5.677  -0.129
H: 2.017 -1.657 -7.508  0.111
H: 1.981 0.796 -7.413  0.126
C: 0.397 -4.381 3.424  -0.166
O: -0.006 0.961 -6.559  -0.228
P: 2.933 -4.262 1.124  0.700
H: 1.337 -3.713 3.504  0.070
H: 1.787 0.457 -5.599  0.089
H: 0.898 2.842 -5.999  0.098
H: 0.384 -0.391 -3.919  0.070
C: 2.400 -2.455 0.913  -0.454
H: -1.841 -0.936 0.901  0.123
H: -8.427 2.848 5.416  0.049
C: 0.180 -1.429 -4.334  -0.196
H: 2.685 -2.156 -0.169  0.104
C: 0.572 -2.412 -1.830  -0.193
O: 4.074 0.918 1.783  -0.313
N: 1.963 0.955 -0.790  0.076
H: 1.166 -3.088 -5.517  0.105
C: 1.597 0.357 0.457  -0.264
C: 0.428 -0.814 0.412  -0.283
H: 2.390 -1.833 -4.935  0.096
H: 0.132 -1.495 -7.261  0.118
H: -0.985 1.881 4.013  0.129
C: -0.212 -2.542 -3.260  -0.189
H: 0.739 -5.332 2.869  0.074
H: 3.056 -0.960 -2.864  0.065
H: -0.913 2.676 -5.628  0.104
C: 3.070 0.169 -2.896  -0.041
C: 1.293 0.312 -6.636  -0.228
C: -2.141 4.554 3.515  -0.234
C: 4.519 1.541 -1.132  -0.048
H: -1.111 -2.932 0.719  0.121
C: -0.064 -1.175 -1.071  -0.144
H: -1.972 -0.111 3.019  0.126
H: 0.324 1.807 -4.586  0.081
H: -1.346 -2.658 -3.101  0.119
H: -7.342 2.596 6.796  0.052
C: 3.073 0.860 -1.421  -0.280
H: 5.080 1.769 -2.102  0.076
Cl: 3.484 -4.907 -0.855  0.137
H: 0.090 -4.623 4.490  0.088
C: -3.420 5.416 4.013  -0.068
C: -0.949 -0.229 1.068  -0.146
O: -8.209 5.300 5.612  -0.113
H: 0.918 -1.865 2.423  0.126
H: -1.283 5.302 3.365  0.120
C: -2.237 2.501 2.300  -0.369
H: 5.046 -4.753 1.489  0.039
H: 0.361 -3.447 -1.359  0.101
C: 0.880 -2.111 1.293  -0.218

Atoms 1-6, force components in eV/Å:
0.834 -1.188 0.638
0.082 -1.232 -0.921
-0.744 1.299 -0.730
-0.666 1.516 0.536
1.327 -1.502 -0.270
0.389 -0.423 -0.255

HOMO energy	-3.910	eV
frontier orbital gap	4.7	eV
strongest force on any atom	8.13	eV/A
total charge	-1


4.
# C2H4OS

An isolated molecule of C2H4OS (ωB97M-V with the def2-TZVPD basis set, OMol25).

Last column: Löwdin charge in e.
CARTESIAN COORDINATES (ANGSTROEM)
O: -2.094 -0.552 -0.021  0.061
H: 0.385 1.037 -0.869  -0.017
C: 0.240 0.125 -0.414  -0.330
H: 0.195 -0.765 -1.176  0.084
H: -1.486 1.160 0.847  0.127
H: 1.755 -1.048 1.136  -0.163
S: 2.240 -0.142 0.186  0.518
C: -1.234 0.184 0.310  -0.281

Atoms 1-6, force components in eV/Å:
-0.507 -1.042 -0.010
0.009 2.013 -1.262
0.481 -4.132 0.139
-0.193 1.983 1.422
0.556 -1.009 -0.048
0.923 0.744 -0.811

HOMO energy	-9.494	eV
energy relative to the best compared isomer or geometry (same formula, charge and spin)	2.0995	eV
frontier orbital gap	9.5	eV
strongest force on any atom	4.16	eV/A
total charge	0
SMILES string	O=CCS